84
Properties=species:S:1:pos:R:3 method="wB97M-V/def2-TZVPD" mol_weight_g_mol=3008.34 total_charge=+1 homo_lumo_gap_ev=8.9
C 1.636 -4.770 -0.929
Br -2.360 6.093 -3.714
C 0.397 -1.263 -3.188
H 1.257 -1.278 -2.520
Br 7.940 0.413 4.715
Br 6.797 2.526 1.813
Br 4.822 1.039 4.791
Br 5.919 -1.321 2.968
Br 0.610 -1.815 1.381
Br -0.514 6.784 -6.217
Br 4.443 -4.917 -1.464
H -2.995 -4.884 -0.276
H -4.513 -5.408 -2.424
C -4.049 0.894 2.906
H 1.203 5.954 1.374
Br 0.796 5.829 -3.475
H 6.052 -1.010 5.419
H -0.345 0.009 -1.676
C -0.786 -0.704 -2.372
H -0.672 -0.077 2.598
H -9.464 1.764 2.495
Br 7.100 -3.532 -0.395
H 2.353 -5.037 -0.174
C 3.313 6.358 4.767
Br -0.052 1.200 0.585
H -4.674 -4.374 -0.409
Br 8.833 4.962 1.553
C 6.329 -4.631 -1.772
Br 2.447 4.003 0.506
C 0.893 4.944 1.138
H 6.419 -4.090 -2.703
C -1.130 2.057 6.396
Br 0.301 0.767 6.326
Br -0.470 5.064 -0.217
Br -0.460 3.838 6.121
H -1.797 1.840 5.573
O 1.790 -3.870 -1.920
H -4.997 1.279 2.552
Br -2.758 2.299 2.733
Br -7.978 -0.070 1.750
H 6.505 4.911 2.372
H -3.963 -2.254 -0.290
H -2.598 -1.982 -3.689
Br 6.088 4.997 -0.060
H 3.624 6.666 5.755
C 6.990 4.421 1.540
Br -1.911 -3.024 -6.480
Br -1.323 -5.135 -8.780
C 6.172 -0.321 4.595
H -1.499 -0.143 -2.977
S 0.113 -2.907 -3.892
N 0.463 -5.305 -0.915
C -8.505 1.418 2.854
H -4.897 -3.444 -3.599
H -3.362 -3.927 -4.242
N -3.224 -2.847 -0.644
Br 3.094 4.448 4.807
Br 1.616 0.563 3.229
C -2.603 -2.286 -1.754
Br 0.233 4.167 2.765
C -0.657 6.778 -4.301
H 0.619 -0.594 -4.019
Br -4.290 0.371 4.737
C -3.680 -4.246 -0.833
C 0.582 -3.894 -2.531
Br 7.274 -6.289 -1.980
C -0.769 -3.485 -7.979
N -3.201 -2.314 -2.945
C 0.251 -0.030 2.032
N -0.226 -4.731 -1.973
Br -8.730 0.897 4.687
H -0.980 -1.954 -0.676
H -0.897 -2.705 -8.716
C -3.853 -3.596 -3.327
Br 1.087 -3.510 -7.492
Br -3.598 -0.627 1.790
Br 4.694 6.897 3.539
H -2.781 -5.288 -2.499
N -1.446 -1.705 -1.542
H -0.597 7.805 -3.971
Br -2.159 1.908 8.011
Br 1.655 7.263 4.393
Br -7.267 2.882 2.680
C -3.682 -4.713 -2.296

---

114
Properties=species:S:1:pos:R:3 method="wB97M-V/def2-TZVPD" mol_weight_g_mol=1957.60 total_charge=+1 homo_lumo_gap_ev=9.7
Cl 5.561 2.209 -6.179
Cl 4.715 6.237 6.262
C 3.050 -4.163 0.262
Cl -6.792 9.163 -3.799
C -4.356 -4.060 4.699
Cl -9.114 -1.648 6.755
O -0.919 -2.339 -1.537
Cl -0.088 3.251 4.866
C 0.322 -2.263 -2.282
H 3.613 -2.082 2.038
C -1.905 6.769 0.893
H 4.170 -0.435 1.875
Cl -2.174 3.609 -4.232
H 0.657 -0.233 -2.960
H -0.458 -0.641 3.055
Cl -5.117 5.387 1.002
Cl 2.567 -9.997 1.577
H -1.506 -2.647 2.554
C 0.936 -5.524 0.251
Cl 6.777 0.484 2.119
C -1.314 -0.485 2.402
H -10.975 -2.248 5.477
Cl -0.849 -3.086 -5.782
C -0.288 -5.464 -0.662
H 2.530 6.757 6.910
C -1.380 -4.570 -0.071
Cl -0.640 7.121 2.077
Cl -5.472 5.896 3.836
H 2.081 -1.015 -2.276
H -0.664 -6.461 -0.884
Cl 5.470 -10.167 1.678
H 5.011 -4.936 -0.188
C 2.981 5.948 6.351
H -1.994 0.221 2.877
H 1.963 -4.746 -1.399
C 0.997 -0.907 -2.176
H -2.297 -4.655 -0.655
H -6.627 11.349 -4.600
Cl -1.001 3.398 2.114
C -1.681 10.613 -2.281
H -0.943 -0.019 1.490
H -1.906 -1.267 -6.815
Cl 4.155 -7.589 1.904
Cl 4.796 -3.966 -3.960
C 7.232 -1.204 2.405
F 2.920 -6.276 -0.788
H 6.436 -1.834 2.027
H 4.131 -9.087 0.104
C 4.554 -1.676 0.140
Cl -7.414 10.172 -6.455
Cl 0.045 -0.314 -5.913
Cl 7.406 -1.522 4.126
H -4.314 -4.833 5.454
H -0.003 -5.033 -1.628
O 5.129 -2.982 0.299
C -1.357 -1.397 -5.891
Cl -2.408 -0.974 -4.543
H -7.107 5.449 2.224
P -0.854 -2.839 -0.029
N 2.197 -5.138 -0.475
C -6.408 10.378 -5.024
H 3.985 -1.645 -0.799
Cl -0.805 12.139 -2.197
Cl -2.624 8.252 0.279
Cl 8.697 -1.612 1.519
Cl -1.335 9.765 -3.789
H 1.133 -6.505 0.678
H 0.801 -0.453 -1.207
C 0.395 3.242 3.178
Cl -10.461 -0.110 4.689
H -2.685 6.206 1.388
O 0.492 -2.741 0.588
H 1.048 4.091 3.012
Cl 2.628 4.440 7.186
H 0.866 -4.784 1.046
H 4.377 -3.842 -1.424
H -1.343 9.986 -1.467
Cl -3.416 10.868 -2.085
Cl 1.300 1.775 2.784
C -0.894 2.535 -3.686
Cl 3.169 0.681 -5.562
H 3.830 2.751 -4.707
Cl 5.111 1.229 -3.480
C 3.322 -4.277 -4.870
Cl -4.696 10.336 -5.429
Cl 2.101 -5.052 -3.816
Cl 0.692 3.288 -3.895
O -2.018 -2.044 0.630
H 5.406 -1.011 0.004
Cl -9.187 -2.635 4.026
C 4.091 -9.210 1.179
Cl -3.406 -2.689 5.274
H 3.547 -4.990 -5.654
C -1.998 -1.802 2.068
H -3.043 -1.824 2.359
H 0.980 -3.059 -1.933
H -1.617 -4.863 0.957
C 3.697 -1.252 1.334
Cl -1.282 5.779 -0.427
Cl 2.262 5.962 4.735
C -6.202 6.041 2.238
H -0.924 1.636 -4.288
C -10.054 -1.721 5.267
Cl -6.622 7.709 1.877
C 4.360 1.840 -4.955
Cl -6.029 -3.613 4.433
H 2.458 -3.246 0.190
Cl -3.640 -4.732 3.218
H 2.687 -0.957 1.045
H 0.056 -2.478 -3.316
Cl 2.674 -2.820 -5.573
C 4.444 -4.020 -0.343
Cl -1.129 2.078 -1.998
H 3.072 -4.468 1.307

---

12
Properties=species:S:1:pos:R:3 method="wB97M-V/def2-TZVPD" e_above_lowest_kj_mol=129.25 mol_weight_g_mol=108.32 smiles=[SiH3]O[SiH2][SiH3] homo_lumo_gap_ev=10.5
H -0.382 2.868 1.702
H 2.016 -2.425 -1.368
H -0.743 0.961 3.147
O -0.234 0.502 0.626
Si -0.547 -0.721 -0.478
H -0.495 -2.057 0.613
H -2.125 1.471 1.261
Si -0.839 1.499 1.856
H 1.492 -0.924 -3.272
Si 1.400 -0.950 -1.665
H -1.800 -0.294 -1.072
H 2.256 0.069 -1.349

---

10
Properties=species:S:1:pos:R:3 method="wB97M-V/def2-TZVPD" e_above_lowest_kj_mol=307.11 mol_weight_g_mol=80.09 smiles="[H]/N=C1/C=CC=N1" homo_lumo_gap_ev=8.3
H 2.741 -0.891 0.107
H -1.912 -1.638 0.383
H 0.301 2.055 0.197
C -1.047 -0.769 -0.106
C -0.015 1.045 -0.093
C 0.958 -0.067 -0.123
N 2.265 0.112 -0.093
C -1.290 0.550 -0.193
N 0.194 -1.326 -0.145
H -2.195 0.930 0.066

---

6
Properties=species:S:1:pos:R:3 method="wB97M-V/def2-TZVPD" e_above_lowest_kj_mol=465.42 mol_weight_g_mol=90.03 homo_lumo_gap_ev="10.1 / 5.7"
F 2.299 1.056 0.251
N -2.167 -0.425 0.099
C -1.085 -0.089 -0.027
N 1.089 1.059 -0.291
F 0.991 -2.431 -0.097
C 0.210 0.306 -0.026

---

120
Properties=species:S:1:pos:R:3 method="wB97M-V/def2-TZVPD" mol_weight_g_mol=1102.54 total_charge=+2 homo_lumo_gap_ev=7.2
C 0.557 2.428 -2.337
H 2.670 0.127 -1.365
S -0.954 1.766 -3.178
H 3.447 -4.115 -1.354
C -0.194 -0.026 0.310
O 5.040 -2.016 -0.075
H 2.683 -4.701 0.257
H -2.067 4.072 0.667
H -7.841 -2.171 -3.880
O 4.305 -1.386 -4.112
H 0.916 3.441 -2.519
H 6.398 -3.822 -4.555
O -0.860 -1.124 6.233
C 6.199 -6.328 1.810
C -7.785 -1.178 -3.434
O 2.925 1.176 4.287
H -2.891 2.316 4.883
H -3.666 3.061 7.370
H 0.564 -1.239 2.093
H 3.512 1.920 0.808
O -0.880 0.298 -3.283
H -6.353 0.452 -3.638
C 2.945 1.386 1.571
H 0.550 0.625 4.480
C -1.983 3.022 0.947
H -4.882 3.293 6.082
H -2.750 -1.118 2.728
H -6.253 2.533 0.777
H -3.818 -1.006 1.436
C -4.260 2.565 6.602
C -0.417 1.108 4.623
O -3.808 0.446 -4.361
H 7.202 -5.903 1.848
H -1.296 2.731 1.742
H 4.948 -3.670 -5.501
O 4.727 -0.061 3.006
H 0.319 2.269 -1.285
H -4.847 1.862 7.194
H -3.514 0.924 -1.622
O -0.648 2.269 -4.744
C 6.870 -1.166 2.591
H -5.324 0.502 -1.656
C 5.976 0.025 2.303
O -2.481 -0.695 4.368
H -2.265 -0.366 1.447
S 4.360 -3.051 0.689
O 3.686 -2.758 1.964
H 4.446 -0.310 -1.771
H -0.060 4.178 -4.524
C -4.289 0.162 -1.699
O -3.782 3.618 2.937
H -7.923 -1.179 -2.353
H -1.876 2.396 0.061
H 1.747 -2.292 1.848
C 3.489 0.108 -2.084
S 2.873 -0.881 -3.476
H 6.314 -2.103 2.638
H -4.110 1.079 4.997
C 5.146 -5.220 1.879
S -1.577 -0.181 5.378
O 5.385 -4.324 0.863
O 2.080 -2.015 -2.942
O -2.871 -1.540 -3.135
N 0.894 -2.152 2.371
N -2.859 -1.135 1.724
H -6.044 3.858 -1.445
H 1.376 1.723 -2.482
O -2.498 0.850 6.303
C -0.702 3.729 -6.561
H 6.472 0.950 2.595
H 6.095 -6.833 0.850
H 4.109 -3.411 -3.490
H 5.451 -2.493 -2.796
C -5.883 3.546 0.619
H -6.058 5.409 -0.484
H 3.599 1.107 -2.506
O -0.280 0.287 1.530
H 4.158 -5.680 1.888
H -0.174 1.894 5.338
H 7.655 -1.347 1.856
O -1.247 -0.004 -0.349
H -8.652 -0.625 -3.794
C 3.025 -3.883 -0.376
H -1.549 3.155 -6.938
H 0.103 -2.690 2.046
H -2.504 -2.021 1.393
H -7.505 4.525 -0.629
H -0.868 1.446 3.690
H 7.382 -1.043 3.545
H 6.191 -2.308 -5.391
H -0.866 4.772 -6.832
C 5.646 -3.104 -4.884
Ba -0.519 -2.270 -2.113
O -4.515 3.592 0.497
C 4.845 -2.633 -3.691
H 1.086 -2.129 3.362
O 4.654 2.578 3.060
O 2.288 0.013 -4.464
C -0.856 3.631 -5.029
H 2.790 0.359 1.242
H 2.025 1.948 1.731
H 5.735 0.032 1.240
C -6.425 4.386 -0.571
H 6.247 -7.092 2.586
C -6.461 -0.562 -4.022
H 2.158 -3.246 -0.552
S -3.678 2.801 1.712
C -3.452 1.711 5.594
S 3.823 1.385 3.198
H -1.841 4.022 -4.777
H -4.114 -0.571 -0.911
H -6.101 4.186 1.474
O -3.951 1.371 1.731
S -3.963 -0.577 -3.319
O 0.710 -0.766 -0.112
O -2.160 2.512 -2.748
H -6.544 -0.540 -5.108
O -5.407 -1.406 -3.633
H 5.144 -4.824 2.894
H 0.262 3.348 -6.897

---

54
Properties=species:S:1:pos:R:3 method="wB97M-V/def2-TZVPD" e_above_lowest_kj_mol=107.38 mol_weight_g_mol=348.29 total_charge=+1 homo_lumo_gap_ev=7.6
C 8.049 3.932 5.695
C 5.802 3.239 6.262
H -2.761 4.859 8.363
H 4.247 4.708 5.966
H 8.225 5.893 4.727
H 3.853 -1.392 9.387
C 5.682 -1.620 8.264
H -1.956 1.268 5.547
F 7.612 -1.663 6.835
H -2.034 3.866 3.511
C 0.986 5.509 4.458
C 6.083 0.124 6.591
H 0.617 2.007 6.786
N -0.081 3.242 5.023
C 4.530 -0.923 8.673
C 4.221 0.335 8.109
H 5.822 6.455 5.061
C -1.448 4.056 6.825
H -1.207 -0.028 4.604
H 5.996 -2.570 8.702
H 7.557 2.071 6.759
C -3.464 4.684 5.008
C 7.189 3.017 6.344
H 0.169 4.056 3.078
C -0.177 1.854 4.383
C 6.451 -1.048 7.251
C 4.702 2.181 6.370
C -0.990 0.864 5.207
H -4.567 5.406 6.734
C 4.998 0.847 7.049
C 0.734 4.075 4.025
C -2.617 4.640 7.294
H -0.419 0.517 6.076
H 3.336 0.895 8.479
H -4.253 4.921 4.279
H 1.686 3.538 3.866
B 0.392 3.205 6.683
H -0.629 1.986 3.387
H 0.082 6.030 4.808
H 0.864 1.508 4.266
C -2.271 4.110 4.541
H 6.640 0.514 5.741
H 4.403 2.003 5.360
H 1.374 6.076 3.598
H 1.758 5.547 5.237
H 1.359 3.967 6.670
C -3.632 4.951 6.373
C 7.558 5.174 5.232
C -1.306 3.826 5.471
H -0.605 3.770 7.569
H 3.864 2.638 6.928
C 5.338 4.511 5.927
H 9.076 3.645 5.473
C 6.194 5.481 5.411

---

36
Properties=species:S:1:pos:R:3 method="wB97M-V/def2-TZVPD" e_above_lowest_kj_mol=310.82 mol_weight_g_mol=232.28 smiles="CC[C@H](C)[C@H](NC(=O)[C@@H](N)[C@@H](C)O)C(=O)O" homo_lumo_gap_ev=10.2
H -4.147 -0.964 0.800
H -1.441 0.695 1.964
O 0.501 -2.765 -0.317
C 1.173 -1.948 0.364
H -3.753 1.658 0.981
H -3.858 -0.252 2.379
H 4.348 -0.323 0.884
O -1.165 -0.979 -1.500
H 1.083 -0.870 -1.434
C 1.192 -0.556 -0.415
H 3.803 -1.340 -0.420
O 1.642 -2.166 1.449
H 2.480 3.779 -0.223
H 4.004 2.832 0.144
H 3.017 1.813 -1.562
C -2.787 0.919 0.734
C 2.899 2.814 0.196
H -1.890 1.844 -0.959
H 4.291 0.314 -0.917
O -1.755 1.509 1.564
N -3.399 0.439 -1.606
H 0.079 0.857 0.694
H 2.150 0.494 1.013
H 1.367 1.867 -1.099
C -3.367 -0.472 1.391
H -3.233 -0.506 -1.933
H 2.498 2.883 1.256
C 2.422 0.260 0.025
H -4.327 0.550 -1.164
C 3.827 -0.279 -0.080
H 0.145 -2.280 -1.014
N 0.035 0.198 -0.064
C -1.146 -0.146 -0.673
C 2.416 1.644 -0.651
H -2.570 -1.162 1.519
C -2.341 0.908 -0.689

---

44
Properties=species:S:1:pos:R:3 method="wB97M-V/def2-TZVPD" e_above_lowest_kj_mol=153.19 mol_weight_g_mol=494.22 total_charge=-1 homo_lumo_gap_ev="6.3 / 6.3"
C 1.400 -2.020 -3.199
C 0.037 0.544 2.611
H 2.232 -1.860 0.231
H -0.653 2.523 -0.467
H 4.004 -0.375 -0.902
H 0.638 2.492 0.729
Cl -0.157 -2.779 1.009
H 3.874 0.374 -3.033
H 2.630 -1.082 -4.706
H 3.486 -1.989 -3.406
C -0.457 2.476 0.615
Bi -0.867 -1.746 -1.291
H -0.858 4.571 0.805
C -2.634 1.032 1.789
P -0.967 0.745 1.057
H 0.851 -3.130 -1.359
C -3.241 -0.239 2.377
H 2.121 0.682 -2.976
H 1.054 0.849 2.320
H -2.416 -4.002 -2.025
H -2.181 3.572 1.417
C 2.673 -1.299 -3.632
C 2.247 -1.652 -0.843
Cl -0.190 0.734 -2.232
H 1.168 -2.944 -3.753
H -2.094 -3.033 -3.318
H -2.748 -0.534 3.312
C -0.382 1.286 3.880
H -2.548 1.814 2.553
C 1.471 -2.287 -1.695
C -2.442 -2.901 -2.264
H 2.436 0.455 -0.701
H 0.525 -1.365 -3.343
H -4.300 -0.063 2.605
H -1.413 1.073 4.186
C -1.090 3.650 1.354
C 2.936 -0.398 -1.212
H -0.255 2.372 3.794
H 0.061 -0.544 2.773
H 0.271 0.958 4.699
H -0.681 3.769 2.366
H -3.265 1.418 0.975
C 2.904 -0.072 -2.774
H -3.178 -1.077 1.672